ORCA calculation (the ωB97M-V functional and the def2-TZVPD basis) on 17 unconnected molecules or ions with the total composition C2H38N2O16 in a non-equilibrium geometry.

Structure (XYZ):
```
58
C2H38N2O16, DFT the ωB97M-V functional and the def2-TZVPD basis
C -0.20171 -0.48396 0.10849
C -0.27557 -1.60216 0.87496
N -0.74528 -1.52783 2.23804
N 0.25578 -0.44882 -1.24310
H -0.43836 0.55865 0.40486
H -0.06468 -2.57402 0.50092
H -0.61803 -0.64917 2.67613
H -0.20190 -2.17025 2.87559
H -0.31841 -0.78280 -2.01108
H 1.11335 -0.98758 -1.28528
H 3.49917 0.37670 1.99833
H 3.14632 0.16026 0.45196
O 3.85752 0.14628 1.11809
H 1.17590 2.88913 -2.52198
H 0.45168 1.62524 -2.62150
O 1.16765 2.09701 -3.08309
H -3.09062 -2.72773 0.33284
H -1.68173 -3.01712 0.17690
O -2.51595 -3.16830 -0.34052
H -3.74504 1.06217 -2.19480
H -2.53768 1.80323 -3.02383
O -3.17566 1.74282 -2.33347
H 3.11912 2.27954 -0.00807
H 2.42110 1.79156 -1.13805
O 2.27031 1.85612 -0.13342
H -3.67316 -0.12738 1.52437
H -3.26490 -1.44330 2.32941
O -3.72264 -0.66086 2.27785
H 2.21895 -2.86312 1.65180
H 2.74524 -3.48702 0.27645
O 2.07931 -3.52095 0.95129
H -2.26730 1.83018 1.68786
H -3.62207 1.68834 2.43217
O -3.16454 2.01459 1.68663
H -0.67585 3.45969 0.28769
H 0.36310 2.52640 0.74352
O -0.20806 3.18604 1.05468
H 1.16077 -0.15745 3.49989
H 1.66166 0.88162 2.50286
O 1.46085 -0.07853 2.58591
H 4.24862 -0.18575 -2.89306
H 2.77630 -0.23394 -2.34422
O 3.68876 -0.06259 -2.10693
H 0.21009 2.64857 3.08219
H 1.55818 3.34960 3.32857
O 1.15537 2.50380 3.14822
H -0.98525 4.13977 -2.03218
H -2.24681 3.44815 -1.48680
O -1.29594 3.30779 -1.52272
H -0.54445 -3.47156 -2.84678
H -1.59408 -3.17148 -1.76318
O -0.93156 -2.75811 -2.39432
H 3.96151 -1.73728 0.23735
H 3.96771 -1.77670 -1.25042
O 4.00741 -2.31006 -0.47178
H -3.90703 -1.20105 -1.06546
H -3.18509 -1.51550 -2.50494
O -4.03838 -1.23025 -2.03316
```

The calculation puts the energy at -38429.2738 eV. As for the HOMO energy: -8.353 eV. The value obtained for the LUMO energy is 0.058 eV. As for the total charge: 0. The calculation puts the gap between HOMO and LUMO at 8.411 eV. The maximum force is 4.86 eV Å⁻¹. The value obtained for the molar mass is 346.32 g mol⁻¹. Its energy relative to the best compared isomer or geometry (same formula, charge and spin) is 572.8 kJ/mol.

The Löwdin scheme yields these atomic charges, measured in e:
1 C -0.175
2 C -0.209
3 N 0.029
4 N 0.022
5 H 0.095
6 H 0.079
7 H 0.039
8 H 0.110
9 H 0.054
10 H 0.059
11 H 0.039
12 H 0.007
13 O -0.079
14 H 0.028
15 H 0.007
16 O -0.074
17 H 0.068
18 H 0.031
19 O -0.082
20 H -0.038
21 H 0.034
22 O -0.008
23 H 0.056
24 H 0.059
25 O -0.076
26 H -0.014
27 H -0.034
28 O -0.005
29 H 0.038
30 H -0.011
31 O -0.064
32 H -0.029
33 H 0.015
34 O -0.004
35 H -0.014
36 H -0.038
37 O -0.036
38 H 0.055
39 H 0.016
40 O -0.089
41 H 0.082
42 H 0.029
43 O -0.037
44 H 0.044
45 H 0.063
46 O -0.045
47 H 0.114
48 H 0.040
49 O -0.089
50 H 0.019
51 H 0.026
52 O -0.060
53 H -0.035
54 H -0.004
55 O -0.021
56 H 0.026
57 H 0.071
58 O -0.085

---

ORCA calculation (the ωB97M-V functional and the def2-TZVPD basis) on 9 unconnected molecules or ions with the total composition C37H68F12N2O11 in a non-equilibrium geometry.

Structure (XYZ):
```
130
C37H68F12N2O11, DFT the ωB97M-V functional and the def2-TZVPD basis
C 2.37939 -3.96674 -4.90514
C 3.25568 -4.47596 -3.74747
N 3.07296 -3.69220 -2.49792
C 1.77822 -3.68032 -1.82080
C 1.35872 -5.09905 -1.32542
C 3.60788 -2.33626 -2.58921
C 5.14132 -2.24939 -2.54625
H 2.27557 -4.76510 -5.64106
H 2.84800 -3.05411 -5.27262
H 1.34769 -3.75606 -4.62013
H 2.81670 -5.40487 -3.37894
H 4.29080 -4.66918 -4.01293
H 1.90792 -3.05785 -0.93874
H 0.96578 -3.32941 -2.46488
H 1.64880 -5.86242 -2.04112
H 2.03422 -5.23776 -0.47657
H 0.32579 -5.09721 -0.98918
H 3.25234 -1.80572 -1.70315
H 3.16556 -1.81015 -3.44363
H 5.49644 -1.90366 -1.57812
H 5.44017 -1.53689 -3.31938
H 5.70519 -3.14746 -2.80058
C 2.51136 0.58617 -5.29162
C 1.07173 0.08710 -5.14710
N 0.42957 0.72230 -4.01755
C -0.90076 0.16178 -3.83096
C -0.83147 -1.34424 -3.46382
C 0.52181 2.15631 -3.86684
C 0.08671 3.03250 -5.05292
H 3.08215 0.52978 -4.35457
H 2.64804 1.63803 -5.54080
H 3.16189 -0.07839 -5.86552
H 0.50360 0.27853 -6.06672
H 1.21512 -0.95407 -4.86200
H -1.52212 0.68655 -3.10661
H -1.40490 0.13742 -4.80916
H 0.05148 -1.54117 -2.86086
H -1.74182 -1.77789 -3.04154
H -0.85971 -1.92965 -4.38765
H 1.58473 2.32542 -3.66843
H 0.08693 2.50148 -2.92665
H 0.06466 4.08018 -4.73539
H -0.94288 2.94107 -5.40490
H 0.79841 2.97445 -5.87549
C -0.41783 -1.49255 5.68961
C -1.51210 -0.78820 4.85646
O -0.96416 0.54886 4.82662
C -1.69094 1.43694 4.14492
O -2.74233 1.18952 3.63850
C -0.91336 2.74977 3.88874
F 0.14498 2.85073 4.69259
F -0.52644 2.74468 2.61406
F -1.65365 3.82425 4.14199
H -0.59779 -2.56253 5.57013
H -0.40876 -1.19229 6.73478
H 0.58672 -1.29242 5.32058
H -2.50362 -0.87472 5.29801
H -1.58661 -1.17296 3.83824
C 4.43104 -2.97765 1.02007
C 5.37452 -1.87272 1.32594
O 5.17124 -1.16830 2.55211
C 4.08518 -0.41212 2.75939
O 3.16072 -0.29677 2.02117
C 4.13668 0.22286 4.15539
F 4.03046 1.54422 4.04150
F 3.08541 -0.22462 4.83141
F 5.21208 -0.13510 4.84971
H 4.69238 -3.30992 0.01434
H 3.38522 -2.67108 1.02087
H 4.62073 -3.74973 1.76712
H 5.43537 -1.07613 0.57539
H 6.39820 -2.24930 1.36318
C -6.01224 1.39991 2.21318
C -5.17607 2.49783 1.60949
O -5.13257 3.52570 2.59665
C -5.48633 4.79150 2.41090
O -5.76921 5.23606 1.33746
C -5.24336 5.64802 3.67039
F -6.39449 6.27031 3.96749
F -4.91793 4.90034 4.72566
F -4.30675 6.55082 3.45549
H -6.02832 0.49326 1.60769
H -7.03040 1.78127 2.30929
H -5.70990 1.10916 3.21957
H -5.72894 2.78190 0.71145
H -4.15004 2.24503 1.34936
C 0.36967 -4.22109 3.05481
C 1.84672 -4.40041 3.39889
O 2.07440 -5.49529 4.29279
C 1.85300 -5.36054 5.60395
O 1.54707 -4.33948 6.14282
C 1.98007 -6.68495 6.37962
F 2.82311 -6.60257 7.41628
F 0.77555 -6.97714 6.86596
F 2.44164 -7.63445 5.57860
H -0.21611 -4.14299 3.97799
H -0.11515 -5.09297 2.61611
H 0.16505 -3.30022 2.51190
H 2.37574 -3.53310 3.79074
H 2.28102 -4.65075 2.43130
C -3.68486 3.29905 -2.96554
C -4.65071 4.04115 -3.80828
O -5.21007 3.56016 -4.76709
C -4.83005 5.50637 -3.41988
H -2.87339 4.00676 -2.79042
H -3.34804 2.43492 -3.54140
H -4.11353 2.91137 -2.04188
H -5.81496 5.86764 -3.70723
H -3.98602 6.01884 -3.88362
H -4.76971 5.64712 -2.34121
C -1.53290 1.26829 -0.09829
C -1.51952 -0.26246 0.08650
O -2.53204 -0.90993 0.02470
C -0.19502 -0.98780 0.34530
H -1.65513 1.80982 0.84061
H -2.34810 1.69630 -0.68886
H -0.67289 1.57004 -0.69916
H 0.25394 -0.70385 1.30173
H 0.52387 -0.69319 -0.42078
H -0.36967 -2.05913 0.40840
C -0.17759 4.57898 -0.29967
C -1.22837 5.35670 -1.07231
O -1.26503 5.48979 -2.27688
C -2.21414 6.22549 -0.27516
H 0.81075 4.62950 -0.75944
H -0.44913 3.59699 0.06999
H 0.05129 5.21328 0.56451
H -3.17620 6.12533 -0.77485
H -1.94941 7.27983 -0.24670
H -2.35152 5.81890 0.72856
```

The calculation puts the energy at -97582.8264 eV. As for the HOMO energy: -8.251 eV. The value obtained for the LUMO energy is 0.351 eV. As for the total charge: 0. The calculation puts the gap between HOMO and LUMO at 8.602 eV. The maximum force is 3.23 eV Å⁻¹. The value obtained for the molar mass is 944.93 g mol⁻¹.

Atomic partial charges in e from the Löwdin method, atoms 1 to 99:
1 C -0.070
2 C -0.206
3 N -0.193
4 C -0.252
5 C -0.056
6 C -0.250
7 C -0.067
8 H 0.074
9 H 0.059
10 H 0.061
11 H 0.083
12 H 0.111
13 H 0.085
14 H 0.081
15 H 0.054
16 H 0.062
17 H 0.071
18 H 0.100
19 H 0.090
20 H 0.040
21 H 0.070
22 H 0.071
23 C -0.097
24 C -0.241
25 N -0.206
26 C -0.237
27 C -0.090
28 C -0.247
29 C -0.070
30 H 0.068
31 H 0.061
32 H 0.070
33 H 0.125
34 H 0.088
35 H 0.094
36 H 0.110
37 H 0.044
38 H 0.076
39 H 0.066
40 H 0.102
41 H 0.096
42 H 0.066
43 H 0.070
44 H 0.061
45 C -0.047
46 C -0.165
47 O 0.019
48 C -0.379
49 O 0.165
50 C -0.549
51 F 0.174
52 F 0.163
53 F 0.177
54 H 0.058
55 H 0.085
56 H 0.068
57 H 0.130
58 H 0.121
59 C -0.060
60 C -0.215
61 O 0.028
62 C -0.387
63 O 0.167
64 C -0.567
65 F 0.182
66 F 0.170
67 F 0.180
68 H 0.075
69 H 0.069
70 H 0.089
71 H 0.124
72 H 0.134
73 C -0.059
74 C -0.200
75 O 0.015
76 C -0.380
77 O 0.157
78 C -0.558
79 F 0.161
80 F 0.169
81 F 0.190
82 H 0.086
83 H 0.085
84 H 0.077
85 H 0.122
86 H 0.111
87 C -0.042
88 C -0.184
89 O 0.029
90 C -0.378
91 O 0.168
92 C -0.557
93 F 0.169
94 F 0.179
95 F 0.177
96 H 0.061
97 H 0.087
98 H 0.065
99 H 0.124

---

ORCA calculation (the ωB97M-V functional and the def2-TZVPD basis) on 3 unconnected molecules or ions with the total composition H6O3.

Structure (XYZ):
```
9
H6O3, DFT the ωB97M-V functional and the def2-TZVPD basis
O 0.25068 -3.04953 -1.69815
H 0.93898 -3.48796 -2.19841
H 0.22848 -3.51467 -0.86186
O -1.12689 1.87163 3.30129
H -0.56861 2.62493 3.49387
H -0.89770 1.62596 2.40499
O 0.24335 1.56807 -1.22781
H 0.01803 0.64232 -1.31975
H 0.91365 1.71925 -1.89420
```

The calculation puts the energy at -6239.6822 eV. As for the HOMO energy: -11.386 eV. The value obtained for the LUMO energy is 0.694 eV. As for the total charge: 0. The calculation puts the gap between HOMO and LUMO at 12.080 eV. The maximum force is 0.31 eV Å⁻¹. The value obtained for the molar mass is 54.05 g mol⁻¹. Its energy relative to the best compared isomer or geometry (same formula, charge and spin) is 55.1 kJ/mol.

The Löwdin scheme yields these atomic charges, measured in e:
1 O -0.055
2 H 0.028
3 H 0.029
4 O -0.054
5 H 0.028
6 H 0.025
7 O -0.055
8 H 0.025
9 H 0.029